[1]
DFT (ωB97M-V with the def2-TZVPD basis set) results for a 3-piece molecular cluster, C3H11NO overall.

Each line ends with the natural charge from an NBO analysis.
Element x y z (Å)
H 1.48 0.37 1.28  0.2258
H -0.79 0.65 0.72  0.4377
C 1.31 0.81 0.29  -0.4322
H -1.37 -0.25 1.60  -0.5971
O 0.18 -2.16 1.26  -0.6718
H 0.18 -1.66 -0.67  0.1621
H -0.44 -2.07 2.01  0.5116
C -0.45 1.08 -1.39  -0.4291
H -0.29 2.16 -1.47  0.1988
H -1.49 -1.63 0.09  0.2062
C -0.42 -1.54 0.23  0.2037
H 1.53 1.88 0.33  0.1952
H 2.00 0.35 -0.42  0.1912
H -1.51 0.86 -1.58  0.2124
H 0.15 0.61 -2.19  0.1931
N -0.06 0.53 -0.10  -0.6075

Computed properties:
total charge: 0
LUMO: 0.6 eV

***

[2]
DFT (ωB97M-V with the def2-TZVPD basis set) results for a 2-piece molecular cluster, C3H11NO overall.

Each line ends with the natural charge from an NBO analysis.
Element x y z (Å)
H 1.19 -1.24 0.14  0.1939
C 0.43 0.36 1.43  -0.6147
H 0.22 1.42 1.36  0.1949
H -1.46 -3.02 0.38  0.4844
H -0.90 1.57 -2.09  0.1915
N -0.05 0.05 -0.98  -0.6637
C 0.95 -0.16 0.05  -0.2100
H 1.17 0.27 2.22  0.1972
H -1.95 -1.82 1.32  0.4797
O -1.33 -2.10 0.64  -0.9589
H 1.91 0.46 -0.04  0.1914
C 0.10 1.32 -1.70  -0.4156
H -0.49 -0.17 1.79  0.1889
H 0.47 2.22 -1.20  0.1727
H 0.74 1.08 -2.55  0.1840
H -0.99 -0.24 -0.79  0.3844

Computed properties:
SMILES string: CCNC.O
total charge: 0
LUMO: 0.7 eV

***

[3]
DFT (ωB97M-V with the def2-TZVPD basis set) results for a 2-piece molecular cluster, C3H11NO overall.

Each line ends with the natural charge from an NBO analysis.
Element x y z (Å)
N 1.25 0.55 0.24  -0.0461
H -1.52 -1.19 -0.85  0.4796
H 3.12 -0.21 0.66  0.2701
H 0.66 2.07 -1.09  0.2629
H 2.35 1.30 -1.36  0.2755
H 2.12 -1.28 -0.29  0.2406
C -2.89 -0.35 0.33  -0.2531
H 1.44 1.27 0.95  0.4039
H -3.48 -1.15 0.78  0.1827
O -1.57 -0.73 0.02  -0.7525
H -3.46 -0.16 -0.60  0.1748
C 1.30 1.20 -1.07  -0.4798
C 2.10 -0.58 0.56  -0.4777
H 1.67 -1.13 1.39  0.2771
H 0.89 0.50 -1.80  0.2543
H -2.94 0.55 0.93  0.1879

Computed properties:
total charge: +1
spin multiplicity: 2
LUMO (alpha / beta): -3.3 / -8.0 eV
<S²>: 0.754

***

[4]
DFT (ωB97M-V with the def2-TZVPD basis set) results for a 3-piece molecular cluster, C3H11NO2 overall.

Each line ends with the natural charge from an NBO analysis.
Element x y z (Å)
H 6.06 1.49 -1.08  0.4734
H -2.21 0.99 -1.73  0.1814
H 0.12 0.20 -2.02  0.3649
O 1.27 -1.17 2.25  -0.9288
H -1.64 0.71 0.89  0.1897
H 1.05 -1.08 1.31  0.4674
C -3.24 -0.69 0.67  -0.3806
H -3.49 -1.07 1.65  0.2075
C -2.23 0.04 0.26  -0.1808
H 5.84 1.24 0.45  0.4733
H 1.66 -0.31 2.42  0.4619
H -3.99 -0.96 -0.09  0.1858
O 5.41 1.29 -0.41  -0.9465
C -1.84 0.11 -1.20  -0.2624
H 0.03 0.15 -0.45  0.3366
H -2.39 -0.73 -1.65  0.1835
N -0.42 -0.22 -1.28  -0.8262

Computed properties:
SMILES string: C=CCN.O.O
total charge: 0
LUMO: 0.7 eV

***

[5]
DFT (ωB97M-V with the def2-TZVPD basis set) results for C3H11NO2 as an isolated structure.

Each line ends with the natural charge from an NBO analysis.
Element x y z (Å)
H -2.01 0.06 2.01  0.1682
H 1.37 -1.88 -2.66  0.4576
H -1.21 1.58 1.63  0.1810
O 1.07 -1.71 -1.75  -0.4772
H -0.72 -0.77 -0.10  0.3997
C -1.56 0.64 1.20  -0.4101
H 0.22 -1.11 2.29  0.1679
H 1.33 -1.06 0.90  0.2157
H -2.32 0.86 0.46  0.2011
C 0.60 -0.48 1.47  -0.4165
H 0.58 1.51 -0.58  0.2034
N -0.45 -0.05 0.57  -0.6348
H 1.09 0.39 1.91  0.1782
H 1.57 0.67 -1.75  0.1823
C 0.54 0.85 -1.44  -0.2387
O -0.02 -0.79 -1.94  -0.3647
H -0.07 1.29 -2.22  0.1869

Computed properties:
total charge: 0
LUMO: 0.9 eV

***

[6]
DFT (ωB97M-V with the def2-TZVPD basis set) results for a 3-piece molecular cluster, C3H11NO2 overall.

Each line ends with the natural charge from an NBO analysis.
Element x y z (Å)
H 0.85 2.23 0.75  0.2391
H 1.70 0.49 -0.85  0.3773
H -0.24 1.89 -1.47  0.4732
N 0.92 -0.07 -0.74  -0.8362
H -1.23 -2.75 -1.11  0.4702
C 0.15 0.17 0.49  0.1773
H 0.81 1.16 2.22  0.2246
O 0.38 2.67 -1.53  -0.9306
H -0.16 3.10 -2.12  0.4590
H -1.26 -4.28 -0.99  0.4649
C 0.37 1.48 1.33  -0.6619
H -0.71 -0.66 2.26  0.2093
H -0.68 1.93 1.44  0.2242
O -1.81 -3.53 -1.29  -0.9347
C -0.25 -0.87 1.27  -0.5013
H -0.03 -1.96 1.02  0.1852
H 1.18 -1.02 -0.69  0.3605

Computed properties:
SMILES string: C=C(C)N.O.O
total charge: 0
LUMO: 0.7 eV

***

[7]
DFT (ωB97M-V with the def2-TZVPD basis set) results for a 3-piece molecular cluster, C3H11NO2 overall.

Each line ends with the natural charge from an NBO analysis.
Element x y z (Å)
O -0.58 1.11 1.85  -0.3944
H 0.50 1.88 0.24  0.1725
H 1.93 -2.03 0.09  0.2046
H 2.24 -0.25 -0.09  0.2010
C -0.41 2.07 0.82  -0.2619
H -0.33 3.02 1.33  0.1972
C 0.92 -1.09 -1.52  -0.2216
H -1.92 -1.14 -1.46  0.4606
H 0.93 -0.23 -2.17  0.1999
H 0.58 -2.02 -1.95  0.1891
C 1.62 -1.10 -0.35  -0.5983
O -1.35 -0.42 -1.19  -1.0466
H -1.27 2.07 0.14  0.1938
H 0.26 -0.60 0.99  0.3986
H -1.23 -0.31 -0.04  0.4683
N -0.72 -0.20 1.29  -0.5405
H -1.15 -0.75 2.02  0.3778

Computed properties:
SMILES string: C=C.CON.O
total charge: 0
LUMO: 1.0 eV

***

[8]
DFT (ωB97M-V with the def2-TZVPD basis set) results for a 2-piece molecular cluster, C3H11NO2 overall.

Each line ends with the natural charge from an NBO analysis.
Element x y z (Å)
C 0.26 1.24 -0.02  -0.2863
H 0.08 -1.62 0.49  0.4879
O 0.06 -3.63 2.32  -0.9314
H -0.64 3.25 -0.03  0.2443
H 0.93 -3.74 2.71  0.4794
C 0.21 2.72 -0.45  -0.6442
H 0.77 -1.09 -1.57  0.2057
H 1.02 3.33 -0.04  0.2659
H -0.34 0.94 0.91  0.2706
N -0.46 0.50 -1.06  -0.0922
C -0.26 -0.92 -1.28  0.0274
O -0.60 -1.74 -0.19  -0.5991
H -1.44 0.71 -0.77  0.4071
H -0.95 -1.06 -2.11  0.2223
H -0.24 -2.75 2.57  0.4569
H 0.27 2.82 -1.54  0.2424
H 1.32 1.01 0.06  0.2434

Computed properties:
total charge: +1
spin multiplicity: 2
LUMO (alpha / beta): -3.4 / -8.7 eV
<S²>: 0.755

***

Energy above the lowest of the compared OMol25 structures with the same formula, charge and spin values (in eV) by entry order: 5.414; 1.175; 1.486; 1.578; 5.867; 1.776; 3.931; 1.554.